Below is a structure of composition C2H2BrI, with properties calculated with ωB97M-V/def2-TZVPD.

The geometry in XYZ format:
```
6
Properties=species:S:1:pos:R:3:forces:R:3:mulliken_charge:R:1
C -1.458386 0.441618 0.209688 0.476 0.711 1.079 -0.51
C 1.106336 -0.091721 -0.995066 -0.448 0.304 -0.600 -0.27
Br 1.438702 -1.616172 -0.033799 0.242 -0.484 0.433 0.06
I 1.738474 1.622803 -0.072107 0.241 0.195 0.207 0.22
H -1.057093 0.088656 1.222414 -0.444 0.022 -1.019 0.25
H -1.768033 -0.445183 -0.331132 -0.067 -0.748 -0.100 0.26
```
Positions in Å, forces in eV/Å.

The value obtained for the HOMO energy (alpha / beta) is -0.33361 / -0.33354 Ha. As for the total charge: 0. The multiplicity is 1.

=====

Below is a cluster of 2 separate species, C30H51BrNO8P2S2 in total, with properties calculated with ωB97M-V/def2-TZVPD.

The geometry in XYZ format:
```
95
Properties=species:S:1:pos:R:3:forces:R:3:mulliken_charge:R:1
C 2.431139 4.731092 3.870213 1.029 0.365 -9.660 -0.56
C 2.670198 4.699211 2.464539 -2.496 0.120 8.912 -0.05
C 2.639795 4.583785 0.797658 -0.693 -0.762 0.864 -0.48
C 2.827308 3.000871 0.288779 1.564 0.320 1.153 -0.65
C 1.691671 2.076758 1.023769 -0.226 1.549 1.559 -0.27
C 1.112919 0.796247 0.207620 2.078 2.252 -2.442 -0.36
C 2.351795 0.174693 -0.667142 0.224 -0.854 -1.099 -0.98
C 3.773715 -0.118904 0.073699 1.329 -0.034 -0.404 -0.85
C 4.593117 -1.432033 -0.566862 -0.624 1.054 0.712 -0.34
S 6.435855 -1.000726 -0.548521 -0.070 0.360 0.322 -0.24
C -0.003167 1.254374 -0.933599 0.067 -1.126 2.645 -0.78
S 0.431576 2.406693 -2.293991 1.059 5.543 -4.964 1.38
C -1.237709 2.641724 -3.234943 -0.598 -0.285 0.081 -0.92
O 1.333135 1.900225 -3.441811 -2.194 0.409 4.318 -0.71
O 0.714240 3.904162 -1.879305 -0.673 -5.247 -0.322 -0.67
O -0.997537 2.010476 -0.177376 0.462 -0.804 -0.791 -0.26
C -1.902231 1.177451 0.618887 0.448 -0.588 -1.439 0.14
C -2.900780 0.497277 -0.481412 -0.357 -0.225 -1.888 -0.29
O -4.357232 0.727504 -0.231484 1.735 -0.664 -1.952 -0.22
C -4.983838 0.754474 -1.571956 -1.590 -0.720 0.216 -0.24
C -6.610150 0.517306 -1.308278 -0.150 0.821 -0.086 -0.21
C -7.401059 1.942926 -1.079763 0.421 -0.015 1.025 -1.00
P -2.980986 2.543074 1.480786 -4.349 -0.305 1.551 0.24
O -4.080820 2.033581 2.465026 3.203 1.061 -2.313 -0.67
C -1.022164 0.232058 1.586762 -2.566 0.904 0.991 -0.01
C -2.006194 -0.889457 2.205137 -1.018 -1.408 1.741 -0.73
C -2.497833 -2.215797 1.477926 -2.698 -4.116 -2.922 0.35
C -1.731304 -3.638518 1.198722 -2.622 -0.201 -0.775 -0.20
C -2.379779 -4.970958 0.465426 -2.544 2.897 0.274 -0.57
C -3.949234 -4.960209 -0.061479 1.825 4.230 2.424 -0.63
C -4.786052 -3.584633 0.245019 2.858 -0.260 0.633 0.44
C -6.386387 -3.569908 -0.221594 0.692 -0.748 0.920 -0.96
C -4.101496 -2.285155 0.974688 0.867 -2.596 -0.657 -0.43
P -0.718402 1.280668 3.220611 -1.850 -0.385 3.989 0.52
O -1.859093 1.146228 4.293514 2.816 0.121 -3.162 -0.69
N 0.341048 -0.254763 1.040540 -0.500 -0.810 -1.430 0.05
C 1.158515 -1.025861 2.021262 1.873 -0.033 4.199 -0.26
C 1.914152 -2.394134 1.676677 2.690 -0.835 2.131 -0.18
C 1.770645 -3.563667 2.876836 0.203 -0.809 -0.028 -1.12
Br 1.668863 -3.334499 -0.036766 -0.222 0.648 0.342 0.00
H 2.103935 5.002167 4.985685 1.145 -0.814 -3.206 0.33
H 1.546337 4.886637 0.431533 2.522 -0.279 0.923 0.25
H 3.477030 5.295228 0.394343 -1.748 -1.491 0.707 0.40
H 2.891203 2.919620 -0.868688 -0.408 0.440 2.164 0.44
H 3.890344 2.680931 0.717353 -2.281 0.546 -1.054 0.40
H 0.867754 2.886967 1.335915 1.371 -2.183 -0.924 0.17
H 2.191652 1.818154 2.079606 -1.202 0.077 -2.342 0.09
H 1.893808 -0.753579 -1.262902 1.233 1.639 1.510 0.38
H 2.707522 0.878714 -1.567705 -1.471 -1.145 2.111 0.49
H 3.754779 -0.190747 1.237597 -0.201 -0.005 -2.083 0.33
H 4.528273 0.784472 -0.145439 -2.029 -1.923 0.392 0.50
H 4.463250 -2.404356 0.069949 0.003 1.869 -1.450 0.17
H 4.295391 -1.574966 -1.700561 0.741 0.154 2.414 0.39
H 6.658856 0.004915 0.438273 -1.045 -1.295 -0.956 0.12
H -0.358369 0.261415 -1.437239 0.148 1.613 0.665 0.49
H -1.958023 3.275148 -2.555790 1.470 -1.405 -1.350 0.23
H -1.687698 1.592788 -3.538732 0.930 2.149 0.706 0.28
H -0.955823 3.238998 -4.214430 -0.242 -1.285 2.266 0.42
H -2.745040 1.050372 -1.532698 0.310 -0.832 2.511 -0.14
H -2.657243 -0.631674 -0.751441 -0.644 2.073 1.156 0.15
H -4.602880 -0.134313 -2.268282 -0.551 1.874 1.569 0.23
H -4.749248 1.797571 -2.055053 -0.526 -1.924 0.692 0.24
H -6.740971 -0.123867 -0.326482 0.418 1.210 -2.104 0.11
H -7.127499 -0.039392 -2.207502 1.272 0.986 1.720 0.31
H -7.271417 2.711470 -1.971789 -0.319 -1.769 1.802 0.27
H -6.953008 2.433713 -0.088894 -0.935 -0.925 -2.212 0.22
H -8.539236 1.742833 -0.850966 2.253 0.438 -0.672 0.33
H -3.706988 3.169650 0.361867 1.162 -0.443 0.509 0.01
H -2.170581 3.657998 1.990502 -0.203 -1.074 -0.484 0.18
H -3.007965 -0.305922 2.507323 2.296 -1.039 -0.715 0.56
H -1.578924 -1.223375 3.272113 -0.853 0.753 -2.285 0.67
H -0.641700 -3.752026 1.583023 -2.189 0.204 -0.830 0.07
H -1.778041 -5.985648 0.285422 -1.177 2.729 0.641 0.26
H -4.496801 -5.850228 -0.586917 1.375 1.830 1.176 0.23
H -6.725724 -4.714648 -0.234095 0.718 2.564 -0.174 0.36
H -6.540145 -3.090933 -1.287143 0.331 -0.909 2.272 0.17
H -7.060316 -3.051383 0.609346 1.553 -0.879 -1.936 0.27
H -4.845092 -1.372133 1.169911 1.996 -2.082 -0.433 0.03
H 0.501322 0.845121 3.917336 -0.422 0.357 -0.946 0.03
H -0.519236 2.675897 2.972949 0.226 -0.627 -0.390 0.07
H 0.033339 -0.961436 0.303165 0.051 0.232 0.232 1.09
H 1.984670 -0.279090 2.459775 -1.709 -1.662 -1.193 0.26
H 0.564773 -1.280054 3.032310 0.689 0.721 -2.732 0.23
H 3.092233 -2.187598 1.747714 -2.847 -0.143 -0.615 0.36
H 2.840169 -3.987572 3.196928 -2.239 1.191 -0.926 0.33
H 1.289231 -3.151058 3.856909 0.675 -0.701 -1.897 0.32
H 1.189747 -4.524530 2.470924 1.046 2.349 1.010 0.28
O 10.630084 -0.877926 -4.190451 -1.057 -0.860 -0.588 -0.68
C 9.617895 -1.619434 -4.662355 2.761 0.331 -0.761 -0.33
C 8.304123 -1.340017 -3.789956 -2.705 -0.274 0.766 0.08
O 7.295641 -2.092686 -4.252467 0.899 0.838 0.655 -0.69
H 9.752898 -2.715138 -4.655349 0.052 -0.136 0.709 0.21
H 9.318102 -1.447737 -5.711420 -0.232 0.680 0.034 0.21
H 8.162210 -0.244817 -3.811307 -0.057 0.111 -0.699 0.22
H 8.605160 -1.496133 -2.739531 0.243 -0.683 -0.024 0.06
```
Positions in Å, forces in eV/Å.

The value obtained for the HOMO energy is -0.03848 Ha. As for the total charge: -1. The multiplicity is 1.

=====

Below is a cluster of 2 separate species, C9H14 in total, with properties calculated with ωB97M-V/def2-TZVPD.

The geometry in XYZ format:
```
23
Properties=species:S:1:pos:R:3:forces:R:3:mulliken_charge:R:1
C -1.108672 1.828566 1.421471 0.008 0.787 -0.016 -0.81
C -0.072618 1.532506 2.496060 -1.349 0.509 0.931 -0.79
H -2.081812 2.070754 1.845674 -0.092 -0.185 0.089 0.36
H -0.788751 2.723880 0.906919 -0.027 0.398 -0.342 0.25
H -1.242834 1.080119 0.646097 0.174 -0.380 0.193 0.18
H -0.138358 2.254316 3.322934 -0.144 0.319 -0.375 0.36
H 0.925555 1.661266 2.116398 0.452 -0.857 -0.010 0.21
H -0.377290 0.629929 3.026367 0.930 -0.562 -0.372 0.24
C -0.946187 -0.945178 -2.865478 -0.035 -0.636 0.586 -1.41
C -0.110470 -0.902691 -1.600473 -0.166 0.027 -0.057 0.85
C 0.682048 0.212443 -1.315601 -0.690 -0.396 0.278 -0.40
C -0.058979 -2.012798 -0.757561 0.221 0.397 -0.663 -0.46
C 1.543661 0.204895 -0.226610 -0.489 0.242 -0.196 -0.45
C 0.831630 -2.026544 0.301378 -0.256 -0.298 0.338 -0.57
C 1.616296 -0.921049 0.581457 -0.227 0.236 -0.088 -0.47
H -0.230853 -0.948920 -3.684683 -0.319 0.113 -0.373 0.31
H -1.707159 -0.174335 -2.985139 0.359 0.366 0.078 0.33
H 0.417986 1.104529 -1.865267 0.627 0.250 -0.188 0.36
H -0.718456 -2.843621 -0.980256 0.152 -0.131 0.160 0.30
H 2.054054 1.121254 0.041795 0.172 -0.100 0.004 0.48
H 0.858875 -2.898070 0.945854 0.061 0.089 0.062 0.34
H 2.160494 -0.867845 1.504174 0.468 -0.170 0.154 0.41
H -1.508167 -1.883407 -2.875501 0.170 -0.018 -0.189 0.37
```
Positions in Å, forces in eV/Å.

The SMILES is Cc1ccccc1.CC. The value obtained for the HOMO energy is -0.33064 Ha. As for the total charge: 0. The multiplicity is 1.

=====

no.,total energy (eV),F_max (Eh/bohr)
1,-80241.3451,0.027
2,-160064.9062,0.189
3,-9559.7267,0.033